Record 1
Computed, not measured: a 6-piece molecular cluster, C28H47NO14 overall in a non-equilibrium geometry, with ωB97M-V with the def2-TZVPD basis set.

HOMO level ... -9.32 eV
HOMO-LUMO gap ... 9.7 eV
Spin multiplicity ... 1
SMILES ... CCCNOC(=O)OCOCCC.O=C1CCCO1.O=C1CCCO1.O=C1CCCO1.O=C1CCCO1.O=C1CCCO1
Max |F| ... 5.1 eV/Å

Geometry (Å):
C1 5.461 -6.381 1.863
C2 6.165 -5.674 0.597
C3 6.930 -4.289 0.996
N1 5.848 -3.233 0.945
O1 6.135 -2.192 1.831
C4 4.845 -1.716 2.275
O2 4.732 -1.559 3.516
O3 3.837 -1.424 1.330
C5 2.645 -2.253 1.565
O4 2.648 -3.417 0.720
C6 1.319 -3.775 0.246
C7 0.856 -5.159 0.952
C8 -0.020 -4.855 2.264
H1 6.270 -6.744 2.578
H2 4.755 -7.212 1.502
H3 4.807 -5.591 2.385
H4 5.299 -5.335 -0.094
H5 6.809 -6.373 -0.031
H6 7.277 -4.432 2.075
H7 7.767 -4.104 0.246
H8 5.032 -3.725 1.371
H9 2.612 -2.608 2.665
H10 1.756 -1.555 1.427
H11 1.438 -4.026 -0.878
H12 0.542 -2.944 0.311
H13 0.226 -5.777 0.205
H14 1.758 -5.829 1.208
H15 -0.774 -4.014 2.068
H16 0.635 -4.579 3.173
H17 -0.626 -5.782 2.559
O5 -3.294 -2.031 2.382
C9 -2.495 -1.162 2.143
C10 -2.391 -0.404 0.848
C11 -1.025 0.231 0.965
C12 -0.866 0.398 2.455
O6 -1.578 -0.701 3.035
H18 -3.188 0.341 0.805
H19 -2.447 -1.078 -0.007
H20 -0.929 1.168 0.415
H21 -0.266 -0.463 0.586
H22 -1.303 1.327 2.816
H23 0.182 0.358 2.761
O7 2.271 -0.267 -2.510
C13 3.467 -0.129 -2.547
C14 4.426 -0.473 -1.441
C15 5.682 0.255 -1.871
C16 5.554 0.266 -3.377
O8 4.146 0.330 -3.634
H24 4.571 -1.556 -1.418
H25 4.063 -0.113 -0.481
H26 6.603 -0.214 -1.521
H27 5.660 1.281 -1.490
H28 5.951 -0.645 -3.834
H29 6.049 1.130 -3.823
O9 -1.686 3.033 1.761
C17 -2.832 3.216 2.094
C18 -3.546 4.540 2.097
C19 -4.760 4.246 2.953
C20 -4.984 2.773 2.704
O10 -3.676 2.225 2.485
H30 -3.823 4.798 1.072
H31 -2.924 5.320 2.536
H32 -5.629 4.860 2.709
H33 -4.515 4.411 4.007
H34 -5.593 2.589 1.815
H35 -5.450 2.280 3.559
O11 -0.396 1.026 -8.792
C21 0.069 0.908 -7.688
C22 -0.259 1.772 -6.499
C23 0.867 1.438 -5.543
C24 1.207 0.017 -5.925
O12 0.945 -0.070 -7.331
H36 -1.232 1.476 -6.102
H37 -0.257 2.828 -6.770
H38 0.597 1.548 -4.492
H39 1.723 2.091 -5.742
H40 0.579 -0.714 -5.407
H41 2.255 -0.217 -5.731
O13 -8.070 3.473 1.423
C25 -8.209 4.667 1.362
C26 -9.278 5.390 0.589
C27 -8.740 6.805 0.549
C28 -7.933 6.883 1.824
O14 -7.427 5.559 2.032
H42 -10.219 5.327 1.140
H43 -9.388 4.973 -0.412
H44 -9.517 7.568 0.484
H45 -8.080 6.922 -0.316
H46 -8.544 7.163 2.687
H47 -7.101 7.585 1.738

---

Record 2
Computed, not measured: C28H48AgAs2Ge2Te as an isolated structure, with ωB97M-V with the def2-TZVPD basis set.

HOMO level ... -10.45 eV
HOMO-LUMO gap ... 8.3 eV
Spin multiplicity ... 1
Net charge ... +1
Max |F| ... 0.5 eV/Å

Geometry (Å):
Ag1 0.517 -0.427 0.245
C1 -0.991 -2.233 3.547
As1 -0.154 -2.437 1.814
C2 -1.168 -3.919 1.073
C3 1.501 -3.379 2.240
C4 1.494 -4.322 3.269
C5 2.619 -5.079 3.546
C6 3.768 -4.912 2.785
C7 3.786 -3.977 1.763
C8 2.662 -3.198 1.484
As2 2.796 -1.829 0.094
C9 3.479 -2.847 -1.408
C10 4.419 -0.930 0.669
H1 -1.254 -3.200 3.971
H2 -1.897 -1.642 3.418
H3 -0.316 -1.703 4.216
H4 -1.035 -4.792 1.710
H5 -0.804 -4.138 0.071
H6 -2.222 -3.656 1.019
H7 0.601 -4.475 3.863
H8 2.599 -5.802 4.351
H9 4.649 -5.506 2.989
H10 4.693 -3.854 1.184
H11 4.419 -3.325 -1.140
H12 3.645 -2.169 -2.244
H13 2.752 -3.602 -1.701
H14 5.258 -1.623 0.636
H15 4.281 -0.564 1.683
H16 4.612 -0.082 0.014
C11 0.898 -0.071 -4.755
C12 0.778 -0.655 -3.345
Ge1 0.672 0.749 -1.996
C13 2.394 1.661 -1.810
C14 2.546 2.834 -2.784
C15 -0.723 1.994 -2.451
C16 -1.840 1.984 -1.721
Ge2 -1.784 0.642 -0.297
C17 -2.799 -0.997 -0.647
C18 -4.275 -0.877 -1.035
C19 -2.079 1.310 1.519
C20 -3.511 1.676 1.922
C21 -3.008 2.880 -1.960
C22 -2.939 3.930 -2.880
C23 -4.024 4.760 -3.097
C24 -5.208 4.567 -2.394
C25 -5.291 3.539 -1.470
C26 -4.196 2.711 -1.257
H17 0.949 -0.864 -5.504
H18 1.797 0.537 -4.870
H19 0.041 0.556 -5.005
H20 1.633 -1.292 -3.109
H21 -0.114 -1.280 -3.263
H22 3.174 0.909 -1.966
H23 2.503 2.008 -0.781
H24 2.474 2.521 -3.826
H25 3.513 3.325 -2.659
H26 1.775 3.588 -2.617
H27 -0.616 2.655 -3.311
H28 -2.690 -1.590 0.264
H29 -2.257 -1.533 -1.431
H30 -4.870 -0.400 -0.255
H31 -4.704 -1.866 -1.206
H32 -4.407 -0.303 -1.951
H33 -1.409 2.160 1.664
H34 -1.694 0.521 2.170
H35 -3.867 2.564 1.403
H36 -3.554 1.887 2.993
H37 -4.219 0.868 1.727
H38 -2.026 4.109 -3.432
H39 -3.947 5.566 -3.815
H40 -6.054 5.219 -2.563
H41 -6.204 3.380 -0.911
H42 -4.282 1.918 -0.529
C27 1.544 3.518 2.101
Te1 1.717 1.409 2.228
C28 2.629 1.344 4.148
H43 1.025 3.883 2.983
H44 0.961 3.749 1.211
H45 2.535 3.954 2.019
H46 3.619 1.787 4.093
H47 2.707 0.300 4.444
H48 2.001 1.878 4.856

---

Record 3
Computed, not measured: C28H48As2ClO3PS3Si2Tc as an isolated structure in a non-equilibrium geometry, with ωB97M-V with the def2-TZVPD basis set.

HOMO level (alpha / beta) ... -7.07 / -7.02 eV
HOMO-LUMO gap (alpha / beta) ... 4.7 / 4.7 eV
Spin multiplicity ... 2
Max |F| ... 2.5 eV/Å

Geometry (Å):
Tc1 -0.083 0.266 0.816
S1 -1.784 2.751 4.696
C1 -1.402 1.323 3.917
S2 -2.271 -0.080 4.121
S3 0.043 1.308 2.911
C2 -4.423 0.252 1.663
As1 -2.778 0.200 0.570
C3 -3.470 1.274 -0.926
C4 -2.938 -1.618 -0.138
C5 -4.087 -1.983 -0.829
C6 -4.270 -3.273 -1.290
C7 -3.310 -4.234 -1.024
C8 -2.164 -3.884 -0.332
C9 -1.952 -2.578 0.093
As2 -0.359 -2.150 1.141
C10 1.003 -3.506 0.739
C11 -1.118 -3.005 2.748
H1 -5.322 0.158 1.051
H2 -4.446 1.206 2.193
H3 -4.411 -0.540 2.409
H4 -4.361 0.827 -1.370
H5 -2.704 1.360 -1.692
H6 -3.730 2.274 -0.573
H7 -4.868 -1.248 -0.991
H8 -5.163 -3.529 -1.841
H9 -3.466 -5.256 -1.336
H10 -1.421 -4.642 -0.105
H11 1.038 -4.263 1.523
H12 1.961 -2.992 0.676
H13 0.795 -3.964 -0.226
H14 -1.290 -4.059 2.501
H15 -2.072 -2.541 3.003
H16 -0.459 -2.937 3.610
Cl1 -1.995 -0.027 -7.675
C12 -1.548 -0.314 -6.028
C13 -1.312 -1.613 -5.603
C14 -0.928 -1.839 -4.294
C15 -0.783 -0.774 -3.411
C16 -1.022 0.523 -3.856
C17 -1.413 0.757 -5.160
C18 -0.333 -1.023 -1.997
O1 0.172 -2.098 -1.677
O2 -0.540 -0.064 -1.187
H17 -1.420 -2.428 -6.300
H18 -0.721 -2.838 -3.940
H19 -0.870 1.350 -3.178
H20 -1.603 1.756 -5.521
C19 2.017 -1.623 3.516
Si1 3.053 -0.424 2.447
C20 4.628 -1.419 2.010
C21 3.530 0.982 3.655
C22 2.119 0.367 0.956
Si2 3.022 0.290 -0.734
C23 3.485 -1.440 -1.391
C24 2.109 1.200 -2.147
C25 4.601 1.335 -0.451
H21 2.423 -1.691 4.522
H22 1.981 -2.628 3.106
H23 1.003 -1.242 3.603
H24 5.123 -1.723 2.927
H25 5.344 -0.845 1.436
H26 4.400 -2.318 1.449
H27 4.099 0.601 4.496
H28 2.632 1.446 4.048
H29 4.123 1.758 3.181
H30 2.199 1.439 1.191
H31 2.630 -2.109 -1.376
H32 4.293 -1.903 -0.832
H33 3.816 -1.345 -2.422
H34 1.723 0.493 -2.876
H35 2.769 1.888 -2.665
H36 1.271 1.766 -1.759
H37 5.068 1.111 0.497
H38 4.381 2.397 -0.462
H39 5.330 1.143 -1.229
C26 -0.386 4.792 -1.080
P1 -0.217 3.769 0.426
C27 -1.667 4.095 1.479
C28 1.272 4.372 1.294
O3 -0.141 2.341 0.002
H40 -0.458 5.847 -0.837
H41 -1.280 4.482 -1.615
H42 0.478 4.626 -1.720
H43 -2.010 5.119 1.379
H44 -1.417 3.903 2.523
H45 -2.458 3.405 1.185
H46 1.156 5.426 1.531
H47 2.140 4.231 0.651
H48 1.408 3.802 2.211

---

Record 4
Computed, not measured: C28H48F12N3O15Zr as an isolated structure in a non-equilibrium geometry, with ωB97M-V with the def2-TZVPD basis set.

HOMO level ... -4.09 eV
HOMO-LUMO gap ... 5.1 eV
Spin multiplicity ... 1
Net charge ... -1
Max |F| ... 3.2 eV/Å

Geometry (Å):
C1 -1.305 3.902 -2.004
C2 -1.553 4.561 -0.646
N1 -0.575 4.090 0.328
C3 -0.613 2.905 0.996
C4 0.453 2.857 1.827
N2 1.200 3.989 1.559
C5 0.578 4.703 0.626
C6 2.455 4.331 2.227
H1 -0.454 4.367 -2.505
H2 -2.130 3.993 -2.711
H3 -1.163 2.829 -1.861
H4 -2.544 4.270 -0.302
H5 -1.486 5.642 -0.731
H6 -1.455 2.256 0.820
H7 0.725 2.178 2.615
H8 0.898 5.576 0.084
H9 3.247 3.778 1.719
H10 2.406 3.911 3.229
H11 2.639 5.397 2.251
Zr1 -3.070 -1.805 0.184
C7 -2.768 -3.193 3.328
O1 -3.492 -4.375 3.041
O2 -2.889 -2.342 2.292
C8 -3.323 -2.660 4.651
F1 -3.041 -3.513 5.650
F2 -2.816 -1.450 4.929
F3 -4.662 -2.535 4.658
C9 -2.863 -5.616 3.302
C10 -3.847 -6.713 2.963
H12 -4.807 -6.470 3.433
H13 -4.050 -6.765 1.895
H14 -3.568 -7.685 3.370
H15 -2.579 -5.657 4.360
H16 -1.952 -5.727 2.700
H17 -1.702 -3.437 3.457
C11 -4.553 1.188 0.989
O3 -3.619 1.671 1.946
O4 -4.305 -0.097 0.677
C12 -6.004 1.466 1.399
F4 -6.423 0.828 2.492
F5 -6.156 2.800 1.575
F6 -6.846 1.125 0.401
C13 -3.779 1.264 3.306
C14 -2.467 1.628 3.989
H18 -2.481 2.704 4.199
H19 -2.379 1.156 4.969
H20 -1.605 1.356 3.387
H21 -3.865 0.174 3.356
H22 -4.651 1.735 3.757
H23 -4.374 1.800 0.092
C15 3.383 -2.372 -0.052
O5 4.621 -2.877 -0.732
O6 2.500 -3.312 -0.076
C16 3.735 -1.849 1.367
F7 2.684 -1.186 1.923
F8 4.076 -2.807 2.229
F9 4.754 -0.939 1.398
C17 5.715 -2.028 -0.927
C18 6.588 -2.595 -2.037
H24 6.850 -3.648 -1.911
H25 6.076 -2.569 -3.003
H26 7.500 -1.994 -2.111
H27 6.304 -1.833 -0.025
H28 5.464 -1.007 -1.271
H29 3.096 -1.495 -0.708
C19 -3.090 -1.295 -3.101
O7 -1.696 -0.948 -2.866
O8 -3.591 -1.658 -1.925
C20 -3.805 -0.079 -3.708
F10 -5.104 -0.394 -3.930
F11 -3.773 0.996 -2.927
F12 -3.336 0.276 -4.919
C21 -0.796 -0.925 -3.966
C22 0.585 -0.535 -3.472
H30 0.554 0.477 -3.054
H31 0.869 -1.141 -2.609
H32 1.296 -0.640 -4.288
H33 -1.158 -0.174 -4.667
H34 -0.711 -1.910 -4.442
H35 -3.019 -2.101 -3.850
O9 0.646 -0.125 0.068
C23 -0.540 -0.674 0.208
O10 -1.610 -0.015 -0.043
O11 -0.778 -1.873 0.469
H36 1.309 -0.850 0.076
O12 -3.122 -5.980 -0.402
C24 -2.147 -5.036 -0.405
O13 -2.534 -3.810 -0.393
O14 -0.980 -5.392 -0.425
H37 -2.585 -6.783 -0.378
C25 5.381 3.819 -3.915
C26 5.148 3.361 -2.475
C27 4.579 1.938 -2.444
O15 4.253 1.456 -1.166
C28 3.037 1.916 -0.661
N3 6.390 3.488 -1.684
H38 5.885 4.778 -3.926
H39 4.423 3.757 -4.434
H40 5.989 3.036 -4.383
H41 4.372 3.992 -2.027
H42 5.168 1.199 -2.989
H43 3.630 2.024 -3.009
H44 2.967 3.005 -0.507
H45 2.837 1.354 0.251
H46 2.202 1.652 -1.330
H47 7.000 2.716 -1.949
H48 6.121 3.228 -0.735